Molecular formula: C3H6O2
Method: DFT, ωB97M-V with the def2-TZVPD basis set

Geometry as XYZ:
```
11
Properties=species:S:1:pos:R:3:mulliken_charge:R:1
C 1.56 0.02 0.07 -1.163
C 0.24 -0.45 -0.13 -0.104
C -2.01 0.40 -0.01 0.126
H 2.18 0.79 -0.70 0.248
H 2.27 -0.70 -0.08 0.440
H 1.68 0.32 1.09 0.302
H 0.07 -1.03 -1.00 0.309
H -0.29 -1.11 0.75 0.211
H -2.60 1.64 0.08 0.202
O -0.67 0.73 -0.08 -0.245
O -2.42 -0.63 0.01 -0.328
```

The multiplicity is 1. As for the HOMO-LUMO gap: 11.6 eV. As for the relative energy (zero: lowest compared OMol25 entry of this formula, charge and spin): 67.6 kcal per mole. Its HOMO energy is -10.56 eV.

***

Molecular formula: C10H11NO2S
Method: DFT, ωB97M-V with the def2-TZVPD basis set

Geometry as XYZ:
```
25
Properties=species:S:1:pos:R:3:mulliken_charge:R:1
C 1.56 0.57 1.81 -0.700
O 0.12 0.70 1.70 -0.356
C -0.53 -0.40 1.22 0.235
C -1.52 -0.93 2.04 -0.442
C -2.33 -1.96 1.60 -0.404
C -2.17 -2.53 0.31 -0.574
C -1.17 -2.02 -0.52 -0.246
C -0.35 -0.98 -0.08 0.335
O 0.61 -0.48 -0.92 -0.401
C 0.15 0.46 -1.88 -0.275
C 1.33 1.28 -2.47 -0.671
N 1.92 2.26 -1.51 -0.293
C 1.70 3.03 -0.64 0.406
S 1.54 4.13 0.51 -0.346
H 2.01 0.57 0.81 0.235
H 1.98 1.46 2.31 0.253
H 1.84 -0.34 2.36 0.316
H -1.69 -0.45 2.99 0.433
H -3.21 -2.23 2.21 0.320
H -2.83 -3.34 -0.01 0.364
H -1.05 -2.37 -1.53 0.426
H -0.40 -0.05 -2.71 0.365
H -0.56 1.17 -1.44 0.345
H 0.97 1.87 -3.35 0.368
H 2.08 0.59 -2.82 0.306
```

The multiplicity is 1. The structure (SMILES) is COc1ccccc1OCCN=C=S. As for the HOMO-LUMO gap: 9.5 eV. As for the relative energy (zero: lowest compared OMol25 entry of this formula, charge and spin): 3.4 kcal per mole. Its HOMO energy is -8.79 eV.

***

Molecular formula: C56H126N4O14
Method: DFT, ωB97M-V with the def2-TZVPD basis set

Geometry as XYZ:
```
200
Properties=species:S:1:pos:R:3:mulliken_charge:R:1
C -3.25 4.54 -5.93 -2.001
C -3.18 3.32 -5.01 1.559
C -2.67 2.08 -5.82 -1.396
C -2.12 3.63 -3.90 -1.121
C -2.35 2.85 -2.61 2.770
C -3.81 2.81 -2.21 -1.584
C -4.85 2.43 -3.26 2.117
C -4.92 0.92 -3.42 -1.756
C -6.24 2.91 -2.74 -2.032
N -4.56 3.17 -4.49 0.268
O -5.40 2.84 -5.55 -0.550
H -3.51 5.47 -5.43 0.427
H -2.30 4.54 -6.48 0.396
H -3.99 4.46 -6.72 0.434
H -3.10 2.06 -6.82 0.391
H -1.58 2.06 -5.88 0.242
H -2.90 1.11 -5.37 0.174
H -1.13 3.55 -4.35 0.574
H -2.24 4.71 -3.75 0.145
H -1.93 1.84 -2.61 -1.004
H -1.82 3.26 -1.75 -1.088
H -4.07 3.74 -1.70 0.173
H -3.70 2.00 -1.47 0.429
H -5.38 0.55 -2.51 0.458
H -3.97 0.40 -3.57 0.098
H -5.50 0.64 -4.30 0.332
H -6.55 2.33 -1.88 0.353
H -6.94 2.82 -3.57 0.461
H -6.23 3.98 -2.52 0.465
H -6.15 3.44 -5.58 0.370
C -4.09 -4.22 6.85 -1.825
C -4.58 -2.82 6.48 1.905
C -5.94 -2.86 5.73 -1.961
C -4.81 -1.94 7.72 -1.217
C -4.99 -0.46 7.38 -0.629
C -3.74 0.05 6.64 -1.320
C -3.51 -0.72 5.35 1.909
C -4.54 -0.22 4.30 -1.678
C -2.09 -0.34 4.89 -2.051
N -3.58 -2.14 5.64 0.142
O -3.30 -2.86 4.46 -0.347
H -3.65 -4.74 5.99 0.357
H -3.27 -4.15 7.57 0.374
H -4.89 -4.80 7.29 0.426
H -6.40 -3.83 5.97 0.509
H -6.74 -2.20 6.05 0.373
H -5.77 -3.02 4.67 0.342
H -5.75 -2.17 8.23 0.325
H -4.01 -2.06 8.45 0.379
H -5.84 -0.34 6.71 0.243
H -5.07 0.10 8.31 0.456
H -2.88 -0.14 7.30 0.413
H -3.75 1.14 6.60 0.483
H -4.27 -0.36 3.25 0.197
H -4.80 0.83 4.40 0.356
H -5.49 -0.76 4.36 0.403
H -1.99 0.71 4.60 0.441
H -1.85 -0.95 4.01 0.234
H -1.43 -0.58 5.72 0.473
H -2.50 -3.36 4.66 0.327
C 1.73 4.71 1.47 -2.001
C 0.21 4.99 1.43 1.847
C -0.47 3.69 0.96 -1.714
C -0.21 5.22 2.87 -1.395
C -1.59 5.92 3.01 -0.688
C -1.70 7.13 2.13 -1.260
C -1.33 6.86 0.63 1.796
C -2.39 6.02 -0.09 -1.660
C -1.18 8.26 0.06 -1.979
N 0.00 6.21 0.63 0.204
O 0.48 5.99 -0.68 -0.472
H 2.15 4.41 0.50 0.367
H 2.32 5.59 1.73 0.520
H 1.93 3.93 2.21 0.370
H -0.45 3.54 -0.12 0.265
H -0.12 2.78 1.47 0.359
H -1.53 3.55 1.18 0.276
H -0.30 4.30 3.45 0.341
H 0.50 5.90 3.34 0.479
H -2.32 5.13 2.83 0.311
H -1.63 6.26 4.05 0.400
H -1.01 7.91 2.44 0.416
H -2.75 7.39 1.99 0.450
H -3.33 6.58 -0.04 0.519
H -2.64 5.14 0.50 0.413
H -2.16 5.82 -1.14 0.094
H -2.02 8.93 0.28 0.369
H -0.96 8.39 -1.00 0.403
H -0.36 8.78 0.56 0.507
H 0.93 6.80 -0.92 0.352
C 1.64 -3.36 -4.34 -1.479
C 3.14 -3.42 -4.60 1.873
C 3.36 -4.14 -5.96 -2.094
C 3.70 -1.99 -4.79 -1.352
C 3.78 -1.22 -3.46 -0.024
C 4.83 -1.91 -2.58 -1.177
C 4.40 -3.38 -2.31 2.037
C 5.63 -4.16 -1.79 -2.371
C 3.28 -3.46 -1.29 -1.305
N 3.96 -4.05 -3.59 0.373
O 3.54 -5.38 -3.37 -0.499
H 1.13 -4.33 -4.24 0.408
H 1.39 -2.82 -3.42 0.159
H 1.04 -2.86 -5.10 0.286
H 2.88 -5.12 -5.97 0.433
H 2.99 -3.62 -6.84 0.279
H 4.42 -4.29 -6.16 0.473
H 4.67 -2.28 -5.21 0.726
H 3.16 -1.38 -5.51 0.026
H 3.96 -0.18 -3.74 0.685
H 2.77 -1.24 -3.06 -0.467
H 4.68 -1.39 -1.63 0.150
H 5.85 -1.80 -2.93 0.467
H 6.02 -3.56 -0.97 0.382
H 6.36 -4.19 -2.59 0.507
H 5.31 -5.17 -1.52 0.461
H 2.46 -2.75 -1.41 0.076
H 3.64 -3.21 -0.29 0.255
H 2.81 -4.44 -1.22 0.346
H 4.30 -5.89 -3.69 0.359
C 2.75 -2.98 9.68 -0.821
O 3.35 -3.02 8.42 -0.294
C 2.91 -4.12 7.64 -0.779
C 3.47 -3.91 6.22 -0.263
O 2.51 -3.22 5.41 -0.352
C 2.50 -1.84 5.79 -0.135
H 1.77 -2.47 9.72 0.301
H 3.35 -2.38 10.37 0.269
H 2.59 -3.92 10.22 0.326
H 1.83 -4.27 7.58 0.314
H 3.41 -5.03 7.99 0.486
H 3.72 -4.91 5.85 0.430
H 4.42 -3.37 6.21 0.238
H 1.83 -1.73 6.64 0.241
H 2.12 -1.31 4.91 -0.261
H 3.52 -1.50 6.00 0.346
C 4.57 3.19 -8.40 -0.764
O 3.39 2.93 -7.64 -0.328
C 3.48 1.78 -6.81 -1.093
C 2.11 1.10 -6.76 0.753
O 2.01 0.35 -7.93 -0.415
C 0.93 -0.57 -7.94 -0.463
H 4.27 4.05 -9.00 0.255
H 4.94 2.35 -8.98 0.316
H 5.34 3.64 -7.77 0.308
H 3.85 2.18 -5.85 0.451
H 4.24 1.07 -7.17 0.459
H 1.42 1.92 -6.56 0.199
H 2.30 0.54 -5.84 -0.270
H 1.07 -1.50 -8.49 0.259
H 0.07 -0.07 -8.38 0.310
H 0.75 -0.89 -6.91 0.003
C 4.53 -1.15 1.71 -0.876
O 4.76 -1.12 3.11 -0.467
C 5.24 -2.32 3.69 -0.024
C 6.68 -2.66 3.20 -0.823
O 6.74 -2.78 1.80 -0.114
C 8.08 -2.87 1.33 -0.971
H 5.47 -0.81 1.27 0.308
H 3.78 -0.39 1.47 0.350
H 4.15 -2.09 1.31 0.354
H 4.54 -3.15 3.58 0.257
H 5.37 -2.05 4.74 0.054
H 7.02 -3.57 3.71 0.404
H 7.38 -1.86 3.48 0.475
H 8.71 -3.26 2.14 0.409
H 8.44 -1.90 0.98 0.345
H 8.23 -3.64 0.57 0.242
C 0.76 -0.28 2.76 -1.578
O 0.27 0.16 1.50 0.146
C 0.87 -0.53 0.44 -0.322
C 0.31 0.07 -0.86 -0.691
O 0.57 -0.77 -1.94 0.292
C 0.25 -0.16 -3.18 -0.114
H 0.44 0.31 3.61 0.430
H 1.85 -0.10 2.74 0.712
H 0.62 -1.36 2.86 0.418
H 0.62 -1.60 0.45 0.293
H 1.94 -0.31 0.38 -0.269
H 0.74 1.07 -0.95 0.474
H -0.77 0.24 -0.70 0.247
H -0.85 -0.08 -3.18 -0.162
H 0.55 -0.80 -4.01 -0.188
H 0.66 0.86 -3.23 0.342
C -4.31 -3.35 -4.03 -0.837
O -3.87 -2.62 -2.91 -0.180
C -2.90 -3.34 -2.16 -0.865
C -2.35 -2.41 -1.06 0.808
O -1.99 -3.26 0.01 -0.510
C -2.22 -2.72 1.29 -0.437
H -4.96 -2.80 -4.71 0.246
H -4.89 -4.22 -3.69 0.316
H -3.46 -3.76 -4.59 0.329
H -2.06 -3.66 -2.79 0.317
H -3.38 -4.17 -1.65 0.369
H -3.09 -1.66 -0.79 0.456
H -1.45 -1.91 -1.44 -0.745
H -2.40 -3.48 2.04 0.266
H -3.11 -2.07 1.32 0.419
H -1.37 -2.13 1.65 0.046
```

The multiplicity is 1. The structure (SMILES) is CC1(C)CCCC(C)(C)N1O.CC1(C)CCCC(C)(C)N1O.CC1(C)CCCC(C)(C)N1O.CC1(C)CCCC(C)(C)N1O.COCCOC.COCCOC.COCCOC.COCCOC.COCCOC. As for the HOMO-LUMO gap: 8.5 eV. As for the relative energy (zero: lowest compared OMol25 entry of this formula, charge and spin): 87.8 kcal per mole. Its HOMO energy is -8.03 eV.

***

Molecular formula: C6H5N3O3
Method: DFT, ωB97M-V with the def2-TZVPD basis set

Geometry as XYZ:
```
17
Properties=species:S:1:pos:R:3:lowdin_spin:R:1
C 1.56 -1.11 -0.17 0.075
C 0.35 -1.80 -0.16 0.001
C 0.42 1.04 -0.13 0.069
C -0.79 0.39 0.04 -0.018
C 1.60 0.27 -0.05 -0.002
C -0.82 -1.03 0.08 0.048
N -2.15 0.86 -0.04 0.336
N -2.92 -0.18 0.09 0.428
N 2.77 0.99 0.09 -0.012
O -2.58 2.03 -0.08 0.509
O -4.19 -0.27 0.10 0.501
O -2.17 -1.36 0.08 0.057
H 2.47 -1.54 -0.30 0.005
H 0.18 -2.90 -0.32 -0.001
H 0.27 2.13 -0.25 0.004
H 3.36 0.50 0.70 -0.001
H 2.66 1.98 0.34 0.000
```

The multiplicity is 3. As for the HOMO-LUMO gap (spin up / spin down): 7.4 / 6.4 eV. As for the relative energy (zero: lowest compared OMol25 entry of this formula, charge and spin): 97.2 kcal per mole. Its HOMO energy (spin up / spin down) is -6.69 / -8.40 eV.